1.
17
Properties=species:S:1:pos:R:3:forces:R:3 method="wB97M-V/def2-TZVPD" energy_ha=-326.0910 gap_ha=0.3431 relative_energy_kj_mol=106.2 smiles="C=CNC.O.O" homo_energy_ha=-0.313 charge=0
C -2.729028 0.810813 1.655740 0.296 -0.394 0.472
C -1.408285 0.973478 1.587089 -0.031 0.253 -0.795
N -0.695282 0.763393 0.391713 0.112 0.310 -0.033
C 0.748502 1.052206 0.318579 -1.065 0.242 0.316
H -3.285161 0.487613 0.784188 -0.029 -0.044 0.027
H -3.237407 0.806338 2.609659 -0.050 0.421 -0.092
H -0.790807 1.362871 2.389468 -0.152 -0.425 0.329
H -1.193745 1.128947 -0.403754 -0.060 -0.074 -0.113
H 1.075754 1.443750 1.278845 0.199 -0.166 0.128
H 1.259488 0.128076 0.080309 0.450 0.092 -0.140
H 0.921229 1.847929 -0.404033 0.263 -0.226 -0.203
H -1.091945 -1.106409 -0.465985 0.139 -0.020 0.126
H -1.995903 -2.268408 -0.894143 0.369 0.061 -0.018
O -1.079509 -1.957171 -0.933887 -0.435 -0.030 -0.005
H 4.517533 -2.327373 -3.318208 -0.265 -0.356 0.548
H 4.361705 -1.613458 -1.878808 -0.172 -0.677 -0.167
O 4.622859 -1.532593 -2.796772 0.431 1.034 -0.379

2.
16
Properties=species:S:1:pos:R:3:forces:R:3 method="wB97M-V/def2-TZVPD" energy_ha=-271.6145 gap_ha=0.3440 relative_energy_kj_mol=362.7 homo_energy_ha=-0.315 charge=0
C -0.784445 -0.265696 -1.169124 0.033 0.106 0.079
C 0.315074 0.079232 -0.386083 -0.081 -0.175 -0.188
C 1.510734 -0.841070 -0.295790 0.031 -0.016 0.024
C 0.335995 1.373205 0.370143 -0.016 0.058 0.003
C -0.373520 0.506684 1.349990 -0.008 -0.011 0.094
O -1.637102 0.462258 1.458531 0.095 -0.198 -0.176
H -0.713603 -1.154579 -1.795620 -0.013 0.159 0.131
H -1.891122 -0.763707 -0.280039 -0.006 -0.046 -0.050
H -1.433412 0.518288 -1.555967 0.112 -0.144 0.066
H 2.010577 -0.776600 0.677589 -0.095 -0.007 -0.151
H 2.252745 -0.569423 -1.057289 -0.074 -0.049 0.104
H 1.225893 -1.886554 -0.461053 0.045 0.176 0.036
H 1.330633 1.711111 0.662424 -0.156 -0.056 -0.033
H -0.286367 2.169590 -0.038223 0.089 -0.113 0.055
H 0.244372 -0.138458 1.990049 -0.110 0.091 -0.114
H -2.106459 -0.424278 0.530459 0.154 0.225 0.121

3.
18
Properties=species:S:1:pos:R:3:forces:R:3 method="wB97M-V/def2-TZVPD" energy_ha=-252.1989 gap_ha=0.3781 relative_energy_kj_mol=84.5 smiles="C=C(C)CC[NH3+]" homo_energy_ha=-0.507 charge=+1
C 0.073731 -1.306651 -0.906260 0.672 0.465 -0.090
C 0.162645 -0.927797 0.568538 0.434 0.241 -0.274
C 0.262860 0.568919 0.712778 -0.332 -0.089 0.594
C -0.857310 1.265485 0.878822 -0.254 0.457 -0.185
C 1.626935 1.192495 0.829505 0.104 0.117 -0.959
N -1.128385 -0.650514 -1.538428 -0.135 -0.641 -0.484
H 0.066114 -2.371461 -1.083666 -0.369 -0.258 -0.037
H 0.948685 -0.913587 -1.435409 -0.177 0.024 0.083
H -0.671379 -1.310154 1.151281 -0.050 -0.207 -0.034
H 1.099204 -1.345620 0.929124 -0.124 -0.394 0.175
H -1.836940 0.795801 0.956844 0.121 -0.006 0.017
H -0.835121 2.342863 0.997028 -0.040 -0.029 0.042
H 2.417742 0.454480 0.672934 -0.036 0.091 0.377
H 1.705848 1.691677 1.788982 0.268 -0.124 0.171
H 1.803528 1.956654 0.062600 -0.194 -0.027 0.137
H -1.000855 -0.507578 -2.543685 0.117 0.129 0.141
H -1.271380 0.265915 -1.075211 -0.061 -0.071 0.012
H -1.959486 -1.247718 -1.463868 0.054 0.323 0.311

4.
138
Properties=species:S:1:pos:R:3:forces:R:3 method="wB97M-V/def2-TZVPD" energy_ha=-2885.4985 gap_ha=0.1889 homo_energy_ha=-0.340 charge=+1
C -0.812940 2.584360 -1.763920 0.174 -1.142 0.303
C -0.285918 1.266672 -2.517755 -0.328 1.742 0.305
C -1.493182 0.396874 -3.021509 0.584 -0.133 0.003
C -1.900506 -0.814087 -2.101238 -0.799 -0.216 -1.789
N -1.978528 -0.519355 -0.651965 1.037 -1.083 0.294
C -1.336959 -1.479641 0.178795 1.101 -0.383 0.635
N -2.077202 -1.880328 1.276949 1.166 -0.632 -0.277
C -1.645745 -2.763023 2.232192 1.700 -0.517 0.230
N -2.537854 -3.034261 3.349854 -0.225 2.126 -1.935
C -3.750894 -3.729932 2.790224 -0.008 -0.928 0.842
C -2.922867 -1.780980 3.994947 -0.075 1.211 0.779
C -1.994303 -0.520421 3.995575 0.828 -0.421 -0.943
O -3.995733 -1.666731 4.527333 0.133 -0.703 -0.335
C -0.348984 -3.384096 2.162097 -0.231 0.519 -0.816
C 0.057024 -4.364284 3.311960 -0.306 0.916 -0.165
C -0.853180 -5.639067 3.425018 -0.478 0.157 0.329
C -0.264826 -6.815147 4.304390 0.020 -0.729 0.017
C -0.216924 -8.151288 3.434070 -0.715 0.467 0.737
C 1.089895 -6.504541 5.021356 0.791 0.062 -0.071
C 0.526259 -3.051192 1.021796 -2.767 1.034 0.277
C 1.912037 -3.739095 0.912547 -0.231 -0.762 0.359
O 2.290546 -4.055560 -0.456670 -1.630 -0.158 1.163
N 3.696251 -3.959703 -0.572567 0.735 1.393 -0.646
O 3.963213 -2.845588 -0.805596 0.677 -0.690 0.071
C -0.005614 -2.051847 0.040459 0.502 -1.402 1.197
N 0.834920 -1.664345 -1.053796 -0.484 0.087 0.155
H -0.129805 3.453229 -1.900540 -0.567 -0.613 0.143
H -0.820753 2.313898 -0.669603 -0.207 0.711 -0.799
H -1.855984 2.836938 -2.087514 0.963 -0.054 0.265
H 0.351861 1.653388 -3.356509 -0.675 -0.784 0.515
H 0.396161 0.762981 -1.796320 -0.552 -0.048 -0.816
H -1.213925 0.023495 -4.044961 -0.532 0.019 1.012
H -2.401466 1.037253 -3.160866 0.822 -0.394 0.096
H -2.940215 -1.109785 -2.425272 0.941 0.222 0.316
H -1.270453 -1.710291 -2.343772 -0.350 0.948 0.618
H -1.735046 0.443839 -0.422033 0.049 -0.319 -0.032
H -3.012615 -1.477767 1.400137 0.427 -0.072 -0.354
H -4.385826 -3.062101 2.160329 0.424 -0.493 0.505
H -3.369429 -4.600625 2.207110 -0.447 0.690 0.367
H -4.333137 -4.110530 3.664121 0.311 0.398 -0.901
H -1.989172 -0.066281 2.964306 -0.018 -0.416 0.949
H -0.917675 -0.773460 4.201776 -0.994 0.273 -0.022
H -2.376432 0.279513 4.669551 0.203 -1.065 -0.273
H 1.144018 -4.568689 3.191560 -0.915 -0.140 0.300
H -0.069263 -3.787649 4.270082 0.298 -0.488 -0.859
H -1.166038 -6.005336 2.410050 0.527 0.227 0.789
H -1.807824 -5.314933 3.923015 0.929 -0.185 -0.571
H -1.009550 -7.039009 5.117330 0.674 0.419 -0.714
H 0.510455 -8.883440 3.865250 -0.553 0.601 -0.576
H -1.248977 -8.595510 3.504793 1.038 0.198 -0.215
H -0.044112 -7.932810 2.354036 0.279 -0.265 0.842
H 1.981050 -6.573407 4.332560 -0.917 0.045 0.479
H 1.319268 -7.218509 5.859186 -0.486 0.502 -0.864
H 1.147448 -5.481425 5.477794 -0.291 -0.823 -0.370
H 1.877461 -4.734886 1.435471 -0.206 1.045 -0.359
H 2.714799 -3.154708 1.443517 -0.795 -0.159 -0.622
H 0.942273 -2.426168 -1.731251 -0.128 0.355 0.304
H 1.781845 -1.424654 -0.757624 -0.337 -0.083 0.051
N -2.022807 6.177364 -1.017169 0.096 0.026 0.068
C -1.065616 6.951286 -1.616907 0.001 -0.029 -0.082
C -0.701119 7.932857 -0.732584 0.070 -0.035 -0.104
C -1.463329 7.741102 0.448961 -0.036 -0.029 0.093
C -2.266877 6.649854 0.244369 -0.081 -0.067 0.040
H -2.475461 5.385036 -1.437423 0.029 0.093 0.019
H -0.729378 6.737546 -2.618639 -0.022 0.060 0.038
H 0.032369 8.702839 -0.913322 -0.035 -0.044 -0.015
H -1.426133 8.336277 1.348263 -0.037 -0.063 -0.014
H -2.990047 6.170609 0.884419 0.011 0.076 -0.021
N 5.582368 -5.079153 5.734969 -0.019 -0.081 -0.019
C 4.898686 -4.681290 4.617997 -0.183 0.033 0.113
C 4.782443 -5.765703 3.784481 -0.087 0.127 -0.001
C 5.414858 -6.859820 4.425989 0.034 -0.117 0.082
C 5.895715 -6.405994 5.627597 0.007 0.059 0.010
H 5.817382 -4.488135 6.513997 -0.029 -0.063 -0.048
H 4.555453 -3.663456 4.512991 -0.139 -0.074 0.100
H 4.295944 -5.772404 2.820713 0.065 -0.012 0.009
H 5.507030 -7.866188 4.049945 0.009 0.057 0.020
H 6.433839 -6.911613 6.412711 -0.012 0.003 -0.069
N -4.030439 0.064824 -7.182331 0.034 0.002 0.000
C -2.967225 -0.625007 -6.664999 -0.017 -0.055 0.066
C -1.852748 -0.292110 -7.391613 0.002 -0.050 0.151
C -2.257469 0.639349 -8.382660 -0.070 0.066 -0.045
C -3.604249 0.841575 -8.226903 -0.034 0.048 -0.093
H -4.977009 0.010979 -6.847405 0.082 0.064 -0.010
H -3.096366 -1.292369 -5.827868 0.018 -0.010 -0.068
H -0.856846 -0.673881 -7.229264 -0.049 0.005 -0.023
H -1.631669 1.108277 -9.125246 -0.042 -0.024 0.033
H -4.295239 1.468550 -8.767449 0.067 0.026 0.046
N 0.708926 2.752449 3.706456 -0.015 -0.082 0.055
C 1.151267 1.630912 3.057349 -0.090 -0.023 -0.061
C 2.296417 1.205367 3.680649 -0.095 -0.135 -0.090
C 2.551810 2.100937 4.750401 -0.029 0.086 0.117
C 1.554997 3.041958 4.742416 -0.008 0.028 -0.012
H -0.109929 3.281335 3.461232 0.103 0.007 0.021
H 0.614971 1.235002 2.208871 0.070 0.032 -0.014
H 2.885433 0.345719 3.400301 0.011 0.063 -0.004
H 3.373623 2.059823 5.447297 -0.039 0.015 -0.045
H 1.375584 3.891079 5.381595 0.046 -0.041 -0.031
N 3.695040 2.287534 -3.459033 0.122 -0.144 -0.032
C 3.437975 1.750157 -2.227962 -0.367 0.433 0.038
C 4.075576 0.550118 -2.147347 0.000 -0.381 0.231
C 4.757147 0.341227 -3.373375 0.037 0.084 -0.244
C 4.508634 1.436213 -4.162949 -0.097 -0.029 0.015
H 3.343222 3.166820 -3.795517 0.092 -0.053 0.037
H 2.817754 2.266894 -1.512627 0.059 0.006 -0.020
H 4.050556 -0.108625 -1.292573 0.116 0.033 -0.024
H 5.359117 -0.511240 -3.645804 0.000 0.069 0.010
H 4.833268 1.680271 -5.161331 0.006 -0.035 0.056
N -1.502498 11.371994 1.910746 -0.046 0.044 0.014
C -2.830132 11.213346 1.616000 -0.047 -0.105 -0.034
C -3.529664 12.185032 2.283139 -0.030 -0.090 -0.076
C -2.587793 12.964074 3.004428 0.120 0.045 0.047
C -1.346394 12.440442 2.752861 0.061 -0.005 0.048
H -0.757830 10.794492 1.562323 -0.063 0.085 -0.005
H -3.160284 10.423941 0.959764 0.003 0.046 0.026
H -4.598998 12.322761 2.255815 0.055 -0.006 -0.010
H -2.797263 13.813052 3.635725 0.020 -0.039 -0.037
H -0.368571 12.733386 3.099399 -0.064 0.007 -0.001
N 6.685701 -2.814748 2.886402 0.030 0.120 0.114
C 7.902167 -2.238118 3.126064 -0.031 -0.008 -0.052
C 8.247823 -1.503365 2.019281 0.058 -0.004 0.137
C 7.195964 -1.638436 1.077887 -0.121 0.020 -0.112
C 6.246906 -2.451064 1.643752 -0.001 -0.011 0.068
H 6.183021 -3.416316 3.524316 0.334 0.043 -0.285
H 8.416529 -2.400293 4.059556 0.013 0.007 -0.069
H 9.154601 -0.932010 1.899860 -0.047 -0.033 0.001
H 7.140968 -1.190862 0.097699 0.007 -0.019 0.046
H 5.300626 -2.802720 1.270553 0.094 -0.013 0.000
N -6.711644 0.386319 -9.609712 -0.011 0.042 0.040
C -6.999592 1.101033 -10.740870 0.033 -0.016 -0.051
C -8.251726 1.639454 -10.593005 0.099 0.022 -0.085
C -8.736888 1.239329 -9.321504 -0.014 -0.029 0.144
C -7.764537 0.469881 -8.737302 0.035 -0.039 0.041
H -5.859203 -0.121244 -9.444730 -0.078 0.000 -0.089
H -6.291055 1.162981 -11.550965 -0.062 -0.005 0.018
H -8.762740 2.253747 -11.317144 0.029 -0.034 0.035
H -9.691014 1.488116 -8.884515 0.050 -0.015 -0.021
H -7.730855 -0.025309 -7.779746 -0.069 -0.005 -0.054